{"formula": "C14H26FeIOP2Te", "method": "wB97M-V/def2-TZVPD", "symbols": ["H", "H", "H", "C", "C", "P", "H", "C", "C", "H", "P", "C", "H", "H", "C", "O", "H", "H", "C", "C", "Te", "C", "H", "H", "C", "H", "H", "H", "I", "Fe", "C", "H", "H", "H", "H", "C", "H", "H", "H", "H", "H", "C", "C", "H", "H", "H"], "xyz": [[-0.9611, 2.0409, -3.4066], [1.6680, 5.6393, 2.4301], [2.5527, 3.5006, 1.4469], [0.5934, 2.7624, 0.9542], [-1.2743, 4.1874, 1.4812], [-0.3140, 0.0234, -2.2401], [-0.7937, 6.0887, 2.4188], [0.9848, 4.8996, 2.0060], [-1.8005, -0.7128, -3.0171], [-0.9471, -3.4508, 1.4286], [0.2985, -1.3838, 1.6405], [2.2563, -1.4093, -0.7581], [-2.6658, -0.5143, -2.3739], [2.0285, -3.0813, 1.6732], [0.9133, -0.1042, -3.6022], [3.2049, -1.7684, -1.3547], [1.6348, -2.4615, 3.3141], [-0.8356, -2.8793, 3.1334], [-0.8213, -5.2896, -1.4109], [1.8181, -2.1844, 2.2680], [1.4563, 0.8774, 0.0272], [-0.7747, 2.9816, 0.9596], [-1.6833, -1.8000, -3.1173], [-1.8538, -5.2670, -1.0897], [-0.3980, 5.1502, 2.0051], [-0.0064, 2.4436, -1.9498], [-2.3502, 4.3653, 1.4805], [0.4454, 0.3094, -4.5056], [0.0421, -3.1872, -1.5891], [0.3095, -1.2168, -0.5150], [0.0140, -0.1037, 2.9155], [-1.9584, -0.2658, -4.0067], [-1.4446, 2.2226, 0.5648], [-1.7066, 1.9524, -1.7878], [-0.1633, -5.8582, -0.7625], [-0.7837, 1.7891, -2.3535], [1.1880, -1.1512, -3.7763], [0.0979, -0.5671, 3.9053], [-0.9939, 0.3053, 2.7943], [-1.9684, -2.0918, 1.9816], [0.7304, 0.7191, 2.8356], [1.4844, 3.7019, 1.4658], [-0.9923, -2.5793, 2.0908], [-0.7202, -5.5963, -2.4476], [1.8182, 0.4640, -3.3586], [2.6716, -1.4997, 2.2022]], "gap_ev": [5.98, 6.26], "multiplicity": 6, "lumo_energy_ev": [-7.403, -8.698], "total_charge": 2}